Computed, not measured: C6H8N as an isolated structure at a distorted geometry, with ωB97M-V with the def2-TZVPD basis set.

- HOMO-LUMO gap: 8.5 eV
- Calculated total energy: -287.7029 a.u.
- HOMO level: -16.216 eV
- Energy above the lowest of the compared OMol25 structures with the same formula, charge and spin: 665.1 kJ/mol

```
! RIJCOSX wB97M-V def2-TZVPD def2/J DEFGRID3
* xyz 1 1
C -0.56938 -3.71917 -0.34212
C -0.02827 -0.93182 -0.45807
C 0.67263 0.22709 -0.12867
C 0.52771 -2.13847 -0.17950
C -0.43082 2.03414 0.84947
C 0.21337 1.60023 -0.46243
N -1.16935 -4.67084 -0.49340
H -0.89160 -0.87685 -1.08495
H 1.46504 0.26666 0.60245
H 1.44321 -2.31615 0.36274
H -1.07366 1.20259 1.10222
H -0.98003 2.97892 0.46078
H 0.26036 2.46286 1.67512
H -0.42697 1.55780 -1.44166
H 0.98774 2.32301 -0.46198
*
```